# 1
Density functional theory data (ωB97M-V/def2-TZVPD) for a 5-piece molecular cluster, C12H15B2F17O6 overall in a non-equilibrium geometry.

Element x y z (Å)
B1 1.97831 0.11345 0.62605
F1 0.71260 -0.23050 0.99080
F2 2.10982 0.90720 -0.50191
F3 2.57547 0.67124 1.68094
F4 2.66256 -1.03494 0.42328
B2 6.54816 -2.16823 3.22933
F5 7.79168 -2.23038 2.69391
F6 6.47446 -2.62001 4.56012
F7 6.02395 -0.86740 3.08249
F8 5.79808 -2.99682 2.44039
C1 -2.45888 -0.91423 -2.69735
C2 -3.03382 0.42625 -2.24282
O1 -3.54552 0.37482 -0.90208
C3 -4.66481 -0.32034 -0.65924
O2 -5.36996 -0.85066 -1.53410
C4 -5.03661 -0.27375 0.81431
F9 -4.15123 0.45681 1.53611
F10 -6.28163 0.15337 1.02031
F11 -5.17305 -1.54760 1.21549
H1 -2.19205 -1.10630 -3.73658
H2 -3.23024 -1.67405 -2.57174
H3 -1.64765 -1.16489 -2.01385
H4 -3.74928 0.69235 -3.02091
H5 -2.19456 1.11711 -2.32310
C5 -4.29687 -5.47848 0.40571
C6 -2.82441 -5.38430 0.81355
O3 -1.97855 -5.34200 -0.32961
C7 -0.60816 -5.06518 -0.26238
O4 0.01611 -4.84131 0.75686
C8 0.13196 -5.11339 -1.61575
F12 0.92329 -6.19705 -1.61002
F13 -0.66287 -5.19726 -2.68167
F14 1.01385 -4.11395 -1.76209
H6 -4.24983 -6.42314 -0.13605
H7 -4.49333 -4.66205 -0.28923
H8 -4.94596 -5.50337 1.28101
H9 -2.48179 -6.13329 1.52750
H10 -2.70668 -4.46558 1.38817
C9 1.26525 6.44181 1.95483
C10 2.16801 5.67677 0.96698
O5 2.60403 6.51017 -0.06650
C11 3.52776 6.05103 -0.96053
O6 4.08796 4.94169 -0.93025
C12 3.90537 7.10318 -2.02185
F15 3.85978 6.53686 -3.21863
F16 3.04650 8.14584 -1.96758
F17 5.14356 7.52291 -1.77242
H11 1.65319 7.23371 2.59553
H12 0.79273 5.69893 2.59745
H13 0.54591 7.00196 1.35744
H14 1.58258 4.92947 0.43133
H15 3.03483 5.21356 1.43831

- 2S+1 = 1
- total charge = -2
- LUMO energy (eV) = 3.66
- Kohn-Sham gap (eV) = 8.169

Here are the natural (NBO) charges for atoms 1 to 4, given in e: 1.300 -0.580 -0.583 -0.565

# 2
Density functional theory data (ωB97M-V/def2-TZVPD) for an isolated molecule of C2H2S2 in a non-equilibrium geometry.

Element x y z (Å)
C1 -0.47886 0.45838 -0.05279
C2 0.52574 -0.49284 0.11522
S1 -2.02917 -0.01001 0.12810
S2 2.05549 0.09233 0.12002
H1 -0.16641 1.53121 -0.45943
H2 0.09320 -1.57907 0.14887

- 2S+1 = 1
- SMILES string = S=CC=S
- LUMO energy (eV) = -2.20
- Kohn-Sham gap (eV) = 7.223

Here are the natural (NBO) charges for atoms 1 to 4, given in e: -0.369 -0.367 0.122 0.130

# 3
Density functional theory data (ωB97M-V/def2-TZVPD) for an isolated molecule of C2H5NO3 in a non-equilibrium geometry.

Element x y z (Å)
C1 -1.40137 1.29500 -0.17751
C2 0.33460 -0.37027 0.06947
N1 -0.59545 0.77364 0.62688
O1 -0.46279 -1.53434 -0.15901
O2 0.98382 0.00984 -1.12556
O3 1.31074 -0.63048 0.99747
H1 -1.99711 2.01840 0.37395
H2 -1.46210 1.19050 -1.27836
H3 0.20911 -2.22773 -0.18284
H4 1.90835 -0.15866 -0.98772
H5 1.17219 -0.36591 1.84322

- 2S+1 = 1
- SMILES string = C=NC(O)(O)O
- LUMO energy (eV) = 0.73
- Kohn-Sham gap (eV) = 10.842

Here are the natural (NBO) charges for atoms 1 to 4, given in e: -0.036 0.821 -0.435 -0.709

| no. | HOMO level (eV) | M (g/mol) |
| --- | --- | --- |
| 1 | -4.5 | 599.8 |
| 2 | -9.4 | 90.2 |
| 3 | -10.1 | 91.1 |